ORCA calculation (ωB97M-V/def2-TZVPD) on an isolated molecule of C8H7N3O in a non-equilibrium geometry.

The geometry in XYZ format:
```
19
Properties=species:S:1:pos:R:3:forces:R:3
H -2.66811 -0.63538 -2.39370 0.7 -1.2 1.6
N -2.12388 -1.19396 -1.63886 -0.9 1.8 -1.8
C -1.92450 -0.47098 -0.62617 0.2 0.5 3.5
C -0.80277 -0.95971 0.41634 -0.8 3.0 1.4
C -0.54921 -0.92645 2.09810 -2.8 -0.1 -1.4
C 0.53778 -0.18247 2.32197 0.5 0.3 1.6
C 0.99802 0.45393 1.08371 0.4 0.9 0.3
N 1.95111 1.39140 1.03498 0.9 0.1 -0.7
C 2.21318 1.80566 -0.21798 -1.3 0.3 -0.2
N 1.60864 1.35039 -1.30304 1.0 0.0 -1.2
C 0.74706 0.35514 -1.28470 -0.5 1.1 3.4
O 0.37068 -0.07121 -2.44206 -1.9 -2.9 -2.3
C 0.24944 0.02190 0.01312 1.1 -1.5 -1.6
H -2.29629 0.56352 -0.31649 0.1 -1.2 -1.1
H -0.63189 -1.91858 0.12003 0.9 -2.9 -0.8
H -1.33270 -1.38152 2.83212 2.0 0.7 -1.5
H 1.09249 0.02003 3.30923 -1.2 -0.4 -1.6
H 2.83231 2.67297 -0.52378 0.1 -0.6 1.3
H -0.27136 -0.89470 -2.48282 1.6 2.3 0.9
```
Forces are in eV/Å.

Lowest unoccupied orbital energy ... 0.36 eV
E ... -14924.6428 eV
Energy above the lowest of the compared OMol25 structures with the same formula, charge and spin ... 80.0 kcal/mol
Highest occupied orbital energy ... -0.343 Ha

***

ORCA calculation (ωB97M-V/def2-TZVPD) on an isolated molecule of C4H6N2O in a non-equilibrium geometry.

The geometry in XYZ format:
```
13
Properties=species:S:1:pos:R:3:forces:R:3
C -0.76795 1.88705 0.67089 -0.2 0.1 0.1
C -0.26460 0.53313 0.27717 0.7 0.4 0.1
N 1.03372 0.42159 0.34567 0.3 1.0 -0.6
C 1.42358 -0.67519 -0.34869 -0.5 -0.1 0.0
C 0.35102 -1.45232 -0.69842 -1.5 1.1 0.7
O 0.24845 -2.79904 -0.82887 -0.3 0.2 -0.4
N -0.91554 -0.50928 -0.27657 1.6 -0.6 0.1
H 0.00977 2.56834 0.31535 -0.4 0.1 0.1
H -0.78902 1.96243 1.76091 -0.2 0.0 -0.1
H -1.73113 2.18678 0.25726 0.0 -0.2 0.1
H 2.46233 -0.63106 -0.70029 -0.4 -1.1 0.5
H 0.81371 -3.26323 -0.18003 -0.5 0.7 -0.4
H -1.87436 -0.22921 -0.59437 1.3 -1.6 -0.1
```
Forces are in eV/Å.

Lowest unoccupied orbital energy ... 0.66 eV
E ... -9270.9910 eV
Energy above the lowest of the compared OMol25 structures with the same formula, charge and spin ... 57.9 kcal/mol
Highest occupied orbital energy ... -0.299 Ha